Record 1
Below is a cluster of 11 separate species, C57H62F11N2O33PS in total at a distorted geometry, with properties calculated with ωB97M-V/def2-TZVPD.

```
! RIJCOSX wB97M-V def2-TZVPD def2/J DEFGRID3
* xyz 0 1
C -4.8254 0.6591 1.7641
C -4.0615 -0.0554 1.1759
C -2.8954 -0.6709 0.6003
C -2.8355 -0.5540 -0.7971
P -4.1972 0.3374 -1.6553
N -5.5768 -0.4098 -1.5088
C -1.7458 -1.0847 -1.4642
C -1.5669 -0.9747 -2.9684
O -0.9011 0.2638 -3.1856
C -0.2478 0.3837 -4.3814
C -0.3438 -0.5122 -5.4285
C 0.3289 -0.2666 -6.6015
C 0.2548 -1.2206 -7.7737
C 1.0967 0.8645 -6.7465
C 1.2386 1.7555 -5.6985
C 0.5635 1.5062 -4.5147
C 0.6927 2.4692 -3.3361
C 0.0111 3.8285 -3.6433
C 2.1692 2.6476 -2.8825
C -0.7669 -1.7070 -0.7410
C -0.8169 -1.8284 0.6351
C -1.8965 -1.3071 1.3417
C -1.9474 -1.4114 2.8588
F -0.8550 -0.6790 3.3445
C -1.9278 -2.8843 3.3546
C -1.0217 -3.0989 4.5660
C 0.4507 -2.5346 1.0910
O 0.7737 -2.8736 2.1861
N 1.1960 -2.6933 -0.0723
C 2.6289 -2.3960 -0.0529
C 3.4556 -3.4553 0.6822
C 4.9499 -3.1187 0.7322
S 5.6601 -3.7273 2.3149
C 0.5027 -2.3628 -1.2352
O 0.8574 -2.6051 -2.3527
H -5.6505 1.2193 2.1408
H -3.7995 0.4747 -2.9875
H -4.2196 1.5491 -0.9662
H -5.9398 -0.6304 -2.4277
H -2.5477 -0.9249 -3.4361
H -0.9919 -1.8390 -3.2794
H -0.9415 -1.4070 -5.3405
H 0.8846 -0.8397 -8.5736
H 0.7227 -2.1593 -7.4684
H -0.7530 -1.3811 -8.1462
H 1.6034 1.0878 -7.6751
H 1.8344 2.6579 -5.7928
H 0.1909 2.0883 -2.4533
H -0.9167 3.6133 -4.1674
H 0.6912 4.4263 -4.2466
H -0.1922 4.3006 -2.6851
H 2.3432 2.0528 -1.9846
H 2.3495 3.6799 -2.5831
H 2.8536 2.3339 -3.6552
H -2.8190 -0.9022 3.2586
H -1.6468 -3.5095 2.5133
H -2.9488 -3.0999 3.6661
H -1.3100 -2.4667 5.3916
H -1.1177 -4.1280 4.9148
H 0.0230 -2.9036 4.3683
H 2.8243 -1.3825 0.3093
H 2.9772 -2.4045 -1.0859
H 3.0746 -3.5456 1.6929
H 3.2912 -4.3748 0.1457
H 5.1631 -2.0551 0.6563
H 5.5175 -3.6531 -0.0242
H 4.6606 -3.6170 3.2033
C -2.3394 -2.5092 9.9319
C -2.1053 -1.1018 9.4436
O -1.9955 -1.2799 8.0383
C -2.7460 -2.3747 7.7219
O -3.0753 -2.6778 6.6264
O -3.0488 -3.0908 8.8358
F -0.9352 -0.5989 9.9195
H -1.4051 -3.0517 10.0872
H -2.9274 -2.5471 10.8454
H -2.9100 -0.4125 9.6600
C 6.8070 2.1890 -4.7702
C 6.2257 1.3561 -5.8873
O 4.8469 1.6674 -5.8141
C 4.7543 2.9327 -5.3108
O 3.7808 3.6021 -5.3582
O 5.9290 3.3188 -4.7550
F 6.3940 0.0294 -5.6640
H 6.7575 1.6755 -3.8091
H 7.8332 2.4940 -4.9577
H 6.6021 1.6044 -6.8813
C 6.2337 -6.0522 6.8160
C 7.0783 -5.2272 5.8756
O 7.1948 -3.9957 6.5654
C 7.1104 -4.2811 7.8992
O 7.4253 -3.5394 8.7648
O 6.6238 -5.5319 8.0941
F 6.4472 -5.0201 4.6963
H 5.1678 -5.8852 6.6616
H 6.4372 -7.1170 6.7470
H 8.0736 -5.6334 5.6863
C -5.9374 4.6983 4.9231
C -6.5620 3.7767 5.9399
O -7.5341 3.0894 5.1759
C -7.0759 3.0535 3.8943
O -7.5145 2.3520 3.0486
O -6.0620 3.9356 3.7154
F -7.1862 4.4721 6.9210
H -6.4928 5.6316 4.8194
H -4.9050 4.9241 5.1406
H -5.8731 3.0567 6.3840
C 3.6292 -2.6619 -10.5237
C 2.4944 -2.2482 -11.4283
O 2.8119 -0.8963 -11.7208
C 4.1763 -0.7923 -11.6505
O 4.7981 0.1128 -12.0870
O 4.7102 -1.8656 -11.0211
F 1.3049 -2.2912 -10.7843
H 3.4360 -2.4051 -9.4810
H 3.8605 -3.7215 -10.5918
H 2.4251 -2.8165 -12.3574
C 0.8687 2.5233 -13.4964
C 0.3708 1.5533 -12.4552
O -0.9070 1.1939 -12.9497
C -0.8464 1.3095 -14.3100
O -1.6347 0.8461 -15.0588
O 0.2479 2.0222 -14.6854
F 0.2239 2.1528 -11.2468
H 0.5255 3.5411 -13.3057
H 1.9518 2.5254 -13.5893
H 0.9835 0.6587 -12.3439
C -7.1953 5.0204 -2.2237
C -6.6929 5.0466 -3.6473
O -5.6244 4.1141 -3.6078
C -5.9296 3.2150 -2.6338
O -5.3979 2.1607 -2.5019
O -6.9165 3.6698 -1.8375
F -6.2077 6.2639 -3.9864
H -6.6406 5.7050 -1.5810
H -8.2565 5.2388 -2.1429
H -7.4240 4.7296 -4.3927
C 2.6122 -8.4129 1.8510
C 3.5264 -7.2694 1.4850
O 3.9132 -6.7663 2.7489
C 3.8718 -7.8155 3.6172
O 4.3793 -7.8210 4.6876
O 3.1787 -8.8553 3.0893
F 2.8680 -6.2962 0.8071
H 1.5865 -8.0802 2.0159
H 2.6125 -9.2107 1.1131
H 4.4155 -7.5619 0.9234
C -1.9464 1.7052 13.4836
C -1.7020 3.1064 12.9769
O -1.6157 2.9116 11.5746
C -2.3817 1.8273 11.2809
O -2.7455 1.5377 10.1916
O -2.6791 1.1230 12.3983
F -0.5279 3.6046 13.4284
H -1.0163 1.1555 13.6319
H -2.5242 1.6809 14.4035
H -2.5026 3.8147 13.1964
C -1.4156 6.6246 6.5761
C -2.2891 6.6586 5.3455
O -2.1500 7.9907 4.9032
C -0.9099 8.4137 5.3059
O -0.3621 9.3720 4.8898
O -0.3993 7.5733 6.2424
F -3.5989 6.4280 5.6514
H -1.9500 6.9597 7.4664
H -0.9885 5.6434 6.7668
H -1.9793 5.9763 4.5521
*
```

Output
Total energy (a.u.): -6639.7212
LUMO energy (eV): -0.32
Orbital gap (eV): 7.42
E_HOMO (eV): -7.742

Löwdin atomic charge list, values in e, 6 entries: 0.17 -0.12 -0.16 -0.19 0.77 -0.26



Record 2
Below is a structure of composition C48H71N3O4P2Ti at a distorted geometry, with properties calculated with ωB97M-V/def2-TZVPD.

```
! RIJCOSX wB97M-V def2-TZVPD def2/J DEFGRID3
* xyz 1 2
Ti -0.8779 0.7617 -1.0216
C 1.9130 4.4849 4.7956
C 1.6958 2.9646 4.7367
C 1.0066 2.4841 6.0236
C 3.0641 2.2873 4.6354
C 0.7991 2.6246 3.5521
C 1.2047 1.7899 2.5396
C 0.3224 1.4915 1.4895
N 0.5644 0.7609 0.3651
C 1.7587 0.2070 -0.0311
C 2.8362 -0.2345 0.7457
C 4.0151 -0.5810 0.1234
C 4.1049 -0.3823 -1.2648
C 3.0531 0.0109 -2.0797
C 1.8006 0.1448 -1.4519
O 0.6047 0.3049 -2.0252
C 3.2806 0.3311 -3.5597
C 2.6305 1.6850 -3.8930
C 4.7727 0.4465 -3.8908
C 2.6782 -0.7641 -4.4467
C 5.2271 -1.1079 0.8823
C 5.5678 -2.5149 0.3680
C 6.4267 -0.1733 0.6554
C 4.9634 -1.1906 2.3875
C -0.9819 2.0801 1.4360
O -1.6938 1.7190 0.3890
C -1.3683 3.0110 2.4256
C -0.4812 3.2139 3.4652
C -2.6486 3.8401 2.2898
C -2.8096 4.8370 3.4384
C -2.5667 4.6353 0.9729
C -3.8968 2.9472 2.2573
H 2.5929 4.7322 5.6122
H 0.9797 5.0232 4.9633
H 2.3505 4.8442 3.8624
H 1.6279 2.7116 6.8913
H 0.8468 1.4046 5.9894
H 0.0393 2.9682 6.1640
H 3.6633 2.5407 5.5102
H 3.6084 2.6245 3.7505
H 2.9687 1.1994 4.6042
H 2.2106 1.4091 2.5119
H 2.7187 -0.3252 1.8143
H 5.0657 -0.5512 -1.7279
H 3.1326 2.4893 -3.3514
H 1.5738 1.7033 -3.6329
H 2.7231 1.8846 -4.9622
H 5.2808 1.1440 -3.2226
H 4.8770 0.8212 -4.9096
H 5.2744 -0.5218 -3.8453
H 1.5950 -0.7565 -4.3723
H 3.0459 -1.7478 -4.1476
H 2.9557 -0.5946 -5.4891
H 5.7854 -2.5092 -0.7007
H 4.7362 -3.2005 0.5430
H 6.4459 -2.9004 0.8895
H 6.7517 -0.1720 -0.3853
H 7.2685 -0.5010 1.2673
H 6.1740 0.8512 0.9352
H 4.1316 -1.8628 2.6094
H 4.7490 -0.2045 2.8064
H 5.8474 -1.5798 2.8932
H -0.7648 3.9017 4.2481
H -1.9749 5.5390 3.4815
H -2.8990 4.3274 4.3998
H -3.7218 5.4135 3.2824
H -1.6835 5.2770 0.9620
H -3.4541 5.2625 0.8663
H -2.5177 3.9579 0.1223
H -4.0045 2.3979 3.1939
H -3.8438 2.2410 1.4321
H -4.7861 3.5655 2.1213
C -0.3969 -1.7759 2.0034
P -1.5825 -1.2433 0.7162
C -1.7605 -2.8094 -0.2241
N -1.5953 -3.9415 0.4163
C -1.8431 -5.0915 -0.2467
C -1.6850 -6.3341 0.4065
C -1.9350 -7.4872 -0.2796
C -2.3482 -7.4542 -1.6314
C -2.5262 -6.2675 -2.2818
C -2.2798 -5.0563 -1.5978
N -2.4114 -3.8776 -2.2432
C -2.1338 -2.7730 -1.5969
P -2.0745 -1.1606 -2.5090
C -3.8401 -0.8262 -2.8864
C -1.3786 -1.6186 -4.2013
C -0.1117 -2.4621 -3.9995
C -2.3689 -2.3595 -5.1025
C -1.0278 -0.2722 -4.8519
C -3.2430 -1.2021 1.6334
C -4.2574 -0.5396 0.6944
C -3.0280 -0.3625 2.8975
C -3.7593 -2.5814 2.0355
H -0.7715 -2.6619 2.5088
H -0.2304 -0.9656 2.7128
H 0.5472 -2.0188 1.5134
H -1.3734 -6.3324 1.4424
H -1.8223 -8.4461 0.2091
H -2.5253 -8.3880 -2.1482
H -2.8457 -6.2251 -3.3148
H -4.3744 -1.7554 -3.0730
H -3.8861 -0.1927 -3.7719
H -4.2957 -0.2823 -2.0628
H -0.3645 -3.4928 -3.7683
H 0.5106 -2.0691 -3.1912
H 0.4791 -2.4618 -4.9168
H -2.7817 -3.2354 -4.6134
H -1.8343 -2.6885 -5.9974
H -3.1832 -1.7132 -5.4323
H -0.3701 0.3202 -4.2145
H -1.9301 0.3127 -5.0477
H -0.5286 -0.4414 -5.8081
H -3.8579 0.3708 0.2449
H -5.1657 -0.2800 1.2426
H -4.5376 -1.2325 -0.1012
H -2.4895 0.5621 2.6890
H -2.4756 -0.9254 3.6508
H -3.9968 -0.0976 3.3260
H -4.1063 -3.1539 1.1751
H -4.6074 -2.4502 2.7123
H -3.0038 -3.1721 2.5531
C -2.3802 4.3118 -2.9923
O -1.1918 3.7412 -2.3868
C -1.1947 2.5029 -2.0103
O -2.1934 1.7504 -2.1714
H -2.8652 4.9354 -2.2451
H -3.0514 3.5276 -3.3261
H -2.0517 4.9211 -3.8276
*
```

Output
Energy above the lowest of the compared OMol25 structures with the same formula, charge and spin (eV): 0.735
Total energy (a.u.): -3868.9983
LUMO energy (alpha / beta) (eV): -3.12 / -4.49
Orbital gap (alpha / beta) (eV): 6.54 / 5.75
E_HOMO (alpha / beta) (eV): -9.664 / -10.245

Löwdin atomic charge list, values in e, 6 entries: 0.89 -0.04 -0.55 -0.04 -0.06 -0.14



Record 3
Below is a structure of composition CH4N4O2 at a distorted geometry, with properties calculated with ωB97M-V/def2-TZVPD.

```
! RIJCOSX wB97M-V def2-TZVPD def2/J DEFGRID3
* xyz 0 1
C -0.7166 0.5649 0.5962
N -0.9999 1.0276 -0.7764
N -0.1781 -0.0839 -1.2093
N -0.0753 -0.6186 0.0711
N 1.7655 -0.8122 0.5363
O 1.9951 -0.2755 1.5609
O 2.3407 -1.5247 -0.1966
H -0.0547 1.2460 1.1419
H -1.5752 0.3101 1.2239
H -1.9808 0.8848 -1.0218
H -0.5207 -0.7187 -1.9262
*
```

Output
Energy above the lowest of the compared OMol25 structures with the same formula, charge and spin (eV): 5.428
Total energy (a.u.): -409.7493
LUMO energy (alpha / beta) (eV): 0.30 / 0.30
Orbital gap (alpha / beta) (eV): 8.47 / 8.47
E_HOMO (alpha / beta) (eV): -8.177 / -8.176

Löwdin atomic charge list, values in e, 6 entries: -0.21 -0.02 -0.06 0.01 -0.34 0.08



Record 4
Below is a structure of composition C3H10N2O2 at a distorted geometry, with properties calculated with ωB97M-V/def2-TZVPD.

```
! RIJCOSX wB97M-V def2-TZVPD def2/J DEFGRID3
* xyz 0 1
C -0.3343 -1.9348 -0.5305
C 1.0120 0.2707 0.5020
C 0.0812 0.0331 -0.7002
N -1.4660 1.4385 0.4062
N -1.1655 0.6852 -0.7501
O 1.8732 1.3550 0.3620
O 0.7515 0.3135 -1.8856
H -0.7005 -2.1318 -1.4832
H 0.5719 -2.6149 -0.4256
H -1.1675 -2.0885 0.3136
H 1.5766 -0.7210 0.5388
H 0.4588 0.2042 1.4816
H -2.2841 1.2086 0.9478
H -1.6492 2.4214 0.2001
H -1.9376 0.4372 -1.3524
H 1.5737 2.0212 -0.2556
H 1.5803 0.5995 -1.6093
*
```

Output
Energy above the lowest of the compared OMol25 structures with the same formula, charge and spin (eV): 4.873
Total energy (a.u.): -380.1576
LUMO energy (eV): 0.85
Orbital gap (eV): 9.31
E_HOMO (eV): -8.463

Löwdin atomic charge list, values in e, 6 entries: -0.01 -0.24 -0.44 0.00 -0.07 -0.04



Record 5
Below is a structure of composition C4H12O2 at a distorted geometry, with properties calculated with ωB97M-V/def2-TZVPD.

```
! RIJCOSX wB97M-V def2-TZVPD def2/J DEFGRID3
* xyz 0 1
C -2.1502 -0.7158 -0.5898
C -1.0647 -0.0140 0.2511
C -0.0869 -0.6980 1.0456
C 0.7806 0.2863 1.7908
H -1.7680 -1.4820 -1.2483
H -2.7367 -1.2868 0.1603
H -2.8447 -0.0311 -1.0615
H -1.0860 1.0723 0.3387
H -0.3579 -1.6302 1.5395
H 0.1160 0.6488 2.5926
H 1.6916 -0.1443 2.2169
H 0.9808 1.1847 1.2364
H 2.5235 1.9951 -1.6965
H 1.5530 0.7646 -1.2918
O 2.2119 1.5955 -0.8717
H 0.0951 -0.5503 -0.1732
H 1.0277 -0.5033 -2.6064
O 1.1148 -0.4915 -1.6328
*
```

Output
Energy above the lowest of the compared OMol25 structures with the same formula, charge and spin (eV): 4.425
Total energy (a.u.): -309.9103
LUMO energy (eV): -1.05
Orbital gap (eV): 7.15
E_HOMO (eV): -8.198

Löwdin atomic charge list, values in e, 6 entries: -0.03 -0.06 -0.12 -0.06 0.09 0.09



Record 6
Below is the molecule C3H7NSi at a distorted geometry, with properties calculated with ωB97M-V/def2-TZVPD.

```
! RIJCOSX wB97M-V def2-TZVPD def2/J DEFGRID3
* xyz 0 1
C 0.6537 1.6373 0.9553
C -1.2564 0.4425 -1.1145
C 0.6609 -1.6418 0.5719
N 1.5067 1.5326 0.0188
Si 0.2247 0.1655 0.0136
H 0.6579 2.3888 1.6332
H -1.0119 -0.0204 -2.1487
H -2.1704 0.0403 -0.8095
H -1.3805 1.4496 -1.2734
H 0.5170 -2.5813 -0.1827
H 1.6364 -1.6490 0.9441
H -0.0379 -1.7639 1.3919
*
```

Output
Energy above the lowest of the compared OMol25 structures with the same formula, charge and spin (eV): 1.306
Total energy (a.u.): -462.6891
LUMO energy (eV): 0.83
Orbital gap (eV): 9.12
E_HOMO (eV): -8.293

Löwdin atomic charge list, values in e, 6 entries: -0.30 -0.20 -0.20 -0.04 0.61 0.01



Record 7
Below is the molecule C3H9N2OP at a distorted geometry, with properties calculated with ωB97M-V/def2-TZVPD.

```
! RIJCOSX wB97M-V def2-TZVPD def2/J DEFGRID3
* xyz 0 1
C -1.5108 0.6804 -0.0177
C 1.4003 -1.2482 0.7206
C 0.8162 -0.2227 -0.3168
N -2.7655 0.3129 0.1184
N -0.6761 -0.3627 -0.2694
O -1.0599 1.8341 -0.0120
P 1.5742 1.5454 0.0714
H 1.1709 -0.8982 1.7147
H 0.7178 -2.1567 0.3479
H 2.4255 -1.4891 0.6673
H 1.2555 -0.4614 -1.3362
H -3.0478 -0.5061 -0.3621
H -3.4512 0.9046 0.6017
H -0.9821 -1.3077 -0.3051
H 1.1999 2.2091 -1.0585
H 2.9331 1.1664 -0.5642
*
```

Output
Energy above the lowest of the compared OMol25 structures with the same formula, charge and spin (eV): 1.580
Total energy (a.u.): -645.7823
LUMO energy (eV): 0.68
Orbital gap (eV): 9.43
E_HOMO (eV): -8.752

Löwdin atomic charge list, values in e, 6 entries: -0.66 -0.13 -0.57 0.16 0.03 -0.06



Record 8
Below is a cluster of 2 separate species, C4H9NO in total at a distorted geometry, with properties calculated with ωB97M-V/def2-TZVPD.

```
! RIJCOSX wB97M-V def2-TZVPD def2/J DEFGRID3
* xyz 1 2
C -1.3652 1.1713 -1.0614
C -2.1860 0.0248 -0.7460
N -2.3841 -0.3957 0.7501
H -0.7668 1.7250 -0.2263
H -1.1713 1.3949 -2.0936
H -2.7311 -0.6867 -1.4323
H -1.8642 0.1502 1.4418
H -2.2757 -1.4239 0.6718
O 1.3231 -1.9317 0.8142
C 1.8589 -0.8506 1.0392
C 2.2032 0.1976 -0.0628
H 2.4803 -0.6451 1.8822
H 1.6952 0.0207 -1.0768
H 1.8886 1.2397 0.2202
H 3.2951 0.0095 -0.1203
*
```

Output
Energy above the lowest of the compared OMol25 structures with the same formula, charge and spin (eV): 3.004
Total energy (a.u.): -287.3904
LUMO energy (alpha / beta) (eV): -5.02 / -8.51
Orbital gap (alpha / beta) (eV): 8.22 / 4.72
E_HOMO (alpha / beta) (eV): -13.238 / -13.237

Löwdin atomic charge list, values in e, 6 entries: 0.17 0.01 0.20 0.13 0.08 0.15



Question: Which of these has the highest total energy?
Answer: C4H9NO



Question: Among the records above, which one has the highest total energy?
Answer: C4H9NO